The following is a quantum chemistry calculation of a molecular structure, C27H26BBr2N7O2ReTe4, from the Open Molecules 2025 dataset.

```
70
Properties=species:S:1:pos:R:3:lowdin_spin:R:1
Re 1.02698 0.45486 -0.64169 1.6819
Te 0.43340 3.23041 -0.82695 -0.0230
Te 0.99641 4.45105 1.40312 0.0100
Te 1.22685 6.51067 -2.96531 0.7750
Te 2.37359 4.13720 -2.67881 0.2541
B -0.80552 -2.45068 -1.36217 0.0010
N -0.81784 -1.35009 -2.48796 0.0063
C -1.37310 -1.38074 -3.72012 -0.0001
C -1.32066 -0.11567 -4.25783 0.0012
C -0.63368 0.62167 -3.29841 0.0052
N -0.33783 -0.10843 -2.23160 0.0168
N 0.64408 -2.55592 -0.70642 0.0140
C 1.14925 -3.76144 -0.33394 0.0222
C 2.32610 -3.53559 0.35821 0.0076
C 2.34905 -2.13594 0.53510 0.0242
N 1.40578 -1.55540 -0.21301 0.0167
H -1.02575 -3.51455 -1.86286 0.0000
H -1.64058 -2.15130 -0.48053 0.0004
H -1.98657 -2.22565 -4.12524 0.0003
H -1.83541 0.19184 -5.12776 0.0001
H -0.26136 1.64525 -3.27320 0.0028
H 0.69520 -4.67617 -0.66906 0.0016
H 3.03727 -4.26830 0.80446 0.0001
H 3.08616 -1.45500 0.93097 0.0009
C 1.87599 0.94129 2.79621 0.0034
C 2.88561 1.40586 1.80905 0.0288
C 4.09742 2.00167 2.32519 -0.0046
C 5.06031 2.35342 1.52022 0.0141
C 4.97867 2.06331 0.16328 -0.0011
C 5.91770 2.38980 -0.82814 0.0234
Br 7.64698 3.15240 -0.44638 0.0037
C 5.80393 1.99817 -2.14087 -0.0046
C 4.65120 1.34718 -2.55655 0.0188
Br 4.28726 0.91879 -4.35021 0.0069
C 3.63033 1.05144 -1.62346 -0.0070
O 2.44521 0.57664 -2.02808 0.0633
C 3.83689 1.41658 -0.29083 0.0068
N 2.76353 1.13110 0.52397 -0.0068
H 1.10316 1.69758 2.99776 0.0014
H 2.43564 0.79059 3.75283 0.0004
H 1.45413 0.02420 2.44888 0.0006
H 4.10540 2.27715 3.31261 -0.0007
H 5.88784 2.84777 1.90720 0.0011
H 6.53422 2.27006 -2.85460 -0.0008
C -5.23265 0.34841 1.50323 0.0003
N -4.09691 0.15043 0.60007 0.0018
N -2.89210 -0.10650 1.18175 0.0015
C -1.90645 0.52412 0.45264 0.0024
O -0.66571 0.39771 0.79822 0.0256
C -2.51076 1.21997 -0.58365 0.0005
C -3.84182 1.00270 -0.44547 0.0007
C -4.95409 1.65912 -1.21779 0.0001
C -2.79300 -1.39739 1.80516 0.0003
C -3.71880 -2.39343 1.64033 0.0002
C -3.61546 -3.56844 2.32895 0.0001
C -2.61726 -3.77487 3.23454 0.0001
C -1.65864 -2.75652 3.42543 0.0001
C -1.72543 -1.58460 2.72255 0.0004
H -5.38289 -0.51830 2.13092 0.0000
H -6.09996 0.45198 0.82910 0.0000
H -5.03113 1.16899 2.11830 0.0001
H -2.12603 1.91470 -1.30506 -0.0007
H -4.45568 1.96722 -2.13479 0.0000
H -5.46226 2.46967 -0.78248 0.0000
H -5.78727 0.97641 -1.50328 0.0000
H -4.55350 -2.22508 0.90191 0.0000
H -4.50065 -4.16383 2.21710 0.0000
H -2.62627 -4.63453 3.89071 0.0000
H -0.87466 -2.95920 4.09896 0.0000
H -0.98384 -0.82580 2.88560 0.0001
```

Computed properties:
Multiplicity   4
E_HOMO (spin up / spin down)   -6.664 / -6.634 eV
Electronic energy   -215011.7115 eV
ΔE to the lowest compared entry with this formula, charge and spin   1.618 eV